Record 1
Entry from the OMol25 dataset: a 14-piece molecular cluster, C33H82N28O17P2 overall at a distorted geometry (ωB97M-V/def2-TZVPD).

The charge is 0. The value obtained for the HOMO energy is -6.76 eV.

XYZ file:
```
162
C33H82N28O17P2, DFT ωB97M-V/def2-TZVPD
C 0.58813 0.40182 -3.18028
C 1.21731 1.41110 -2.11408
C 0.07004 1.89853 -1.18499
C 0.01921 1.34140 0.17588
C -1.04732 1.67827 1.12307
C -2.06729 2.60422 0.64524
C -2.01097 3.20454 -0.71073
C -0.93335 2.85488 -1.66891
P -1.06448 3.64825 -3.35142
C 0.55640 3.64866 -4.29637
C -2.27739 2.49191 -4.27436
C -1.80172 2.10892 -5.72717
C -3.17164 4.20485 -1.08801
O -3.01165 5.26155 -1.62966
C -4.57745 3.68554 -0.61634
P -6.10554 3.76111 -1.68582
N -5.73080 3.60884 -3.23442
C -4.61400 3.12912 0.62750
O -5.84289 2.60810 1.02888
C -5.73747 1.18186 1.24181
C -5.29927 0.35142 -0.00514
N -6.40335 -0.29019 -0.73645
C -6.00546 -0.77953 -2.06048
C -5.14429 -2.10457 -2.10325
C -5.07784 -2.92940 -0.76189
O -3.79513 -1.89902 -2.55668
C -3.30590 3.01916 1.50324
O -3.27001 3.25778 2.68445
H -0.52375 0.34912 -3.08411
H 0.97033 -0.63135 -2.93931
H 0.87648 0.58924 -4.24181
H 1.90186 0.79370 -1.46452
H 1.85816 2.21353 -2.54367
H 0.79882 0.61953 0.52005
H -1.11631 1.25091 2.14522
H 1.39307 4.10682 -3.71099
H 0.78961 2.61933 -4.66388
H 0.39739 4.28152 -5.21628
H -2.42872 1.55345 -3.66536
H -3.28188 3.00630 -4.27300
H -0.83833 1.54609 -5.67358
H -1.66224 3.04770 -6.31792
H -2.57978 1.42515 -6.15985
H -6.80048 4.98665 -1.45411
H -6.89518 2.60392 -1.37660
H -6.05721 4.42078 -3.76262
H -5.05220 1.01819 2.11882
H -6.75487 0.82940 1.57160
H -4.67792 0.89232 -0.75963
H -4.63087 -0.47710 0.39321
H -6.90556 -0.97657 -0.17990
H -5.38401 0.01313 -2.56970
H -6.90012 -0.91381 -2.73223
H -5.63582 -2.78002 -2.85893
H -4.89025 -4.00297 -1.04855
H -6.02375 -2.93176 -0.16125
H -4.18664 -2.63681 -0.13705
H -3.69735 -2.43956 -3.35962
C 4.49829 -0.15352 -3.14133
O 3.57826 0.48203 -3.62969
N 4.83321 -0.06899 -1.82893
N 5.27193 -1.00165 -3.86868
H 5.58755 -0.58392 -1.40886
H 4.28514 0.54968 -1.25440
H 5.05774 -1.09320 -4.84631
H 6.03261 -1.53226 -3.48480
C 2.62179 -1.73092 1.92381
O 1.99172 -0.79984 1.44055
N 2.56050 -2.05244 3.24427
N 3.43651 -2.52233 1.17578
H 3.06576 -2.81254 3.66001
H 1.96825 -1.48610 3.82557
H 3.50535 -2.31546 0.19429
H 3.96516 -3.28862 1.54786
C -6.16833 -1.23267 -5.87933
O -5.63193 -1.64035 -4.86008
N -6.95129 -2.02175 -6.66306
N -6.02624 0.05001 -6.31445
H -7.39895 -1.70281 -7.50135
H -7.08066 -2.97943 -6.37226
H -5.45470 0.66336 -5.75790
H -6.45659 0.40783 -7.14611
C 5.29395 -0.00850 4.92069
O 4.38431 -0.61690 5.47092
N 5.97692 1.00074 5.52253
N 5.69926 -0.29307 3.65803
H 6.72424 1.50618 5.08185
H 5.70659 1.24452 6.46313
H 5.21910 -1.03406 3.17807
H 6.44379 0.19294 3.18786
C 6.89323 -4.49929 0.15271
O 6.26774 -3.57302 -0.34685
N 6.81445 -4.78433 1.47398
N 7.71452 -5.31189 -0.56999
H 7.30975 -5.53122 1.92638
H 6.21677 -4.19723 2.02663
H 7.79449 -5.12531 -1.55346
H 8.23349 -6.07338 -0.17492
C -7.10427 -6.04534 -5.35928
O -6.64651 -4.95238 -5.64976
N -6.92246 -7.14671 -6.13880
N -7.83517 -6.25576 -4.23084
H -7.28943 -8.05335 -5.91840
H -6.38669 -7.02854 -6.98060
H -7.98923 -5.46414 -3.63075
H -8.22032 -7.14474 -3.97266
C 6.26621 -4.88294 5.36105
O 6.94020 -5.27934 4.41765
N 5.41800 -5.69154 6.04717
N 6.31177 -3.59404 5.79735
H 4.86004 -5.38165 6.82014
H 5.35454 -6.65721 5.75265
H 6.92816 -2.96584 5.31124
H 5.76898 -3.24423 6.56492
C -8.34670 7.37399 -3.89403
O -8.71166 6.60848 -4.76884
N -7.50469 8.41753 -4.13589
N -8.74893 7.25220 -2.59695
H -7.19227 9.05806 -3.43051
H -7.18634 8.53917 -5.08090
H -9.37089 6.49328 -2.38008
H -8.46065 7.87065 -1.86166
C 3.22824 2.36207 8.35322
O 4.43132 2.16405 8.30408
N 2.65720 3.51676 7.91361
N 2.35531 1.44508 8.85149
H 1.67182 3.69921 7.94432
H 3.27148 4.21738 7.53798
H 2.74141 0.57946 9.18447
H 1.36413 1.58714 8.90062
C 4.05016 -9.45030 5.58319
O 4.54579 -8.38589 5.24695
N 4.30407 -10.61342 4.92683
N 3.20235 -9.56262 6.64174
H 3.90853 -11.49782 5.18496
H 4.92650 -10.56838 4.13908
H 2.99104 -8.72282 7.15096
H 2.78518 -10.42649 6.93351
C 8.40836 1.82725 -2.02383
O 7.95410 2.51998 -1.12366
N 9.74555 1.68874 -2.23630
N 7.61711 1.13941 -2.88509
H 10.13881 1.12649 -2.96730
H 10.36231 2.18373 -1.61650
H 6.62012 1.22205 -2.75376
H 7.96592 0.56674 -3.63036
C -7.92441 5.60061 3.41554
O -8.86079 6.23570 2.95677
N -7.55918 5.67677 4.72700
N -7.16525 4.76354 2.65978
H -6.79392 5.16433 5.12364
H -8.09718 6.28565 5.31749
H -7.40365 4.68102 1.68771
H -6.39164 4.23273 3.01653
C 9.04162 2.25958 2.50056
O 8.24015 1.34310 2.62156
N 9.16048 2.95796 1.34806
N 9.87384 2.64818 3.50924
H 9.80583 3.71373 1.21494
H 8.54901 2.68447 0.58274
H 9.80841 2.14674 4.37755
H 10.53612 3.39624 3.42823
```

Record 2
Entry from the OMol25 dataset: a 8-piece molecular cluster, C33H82O24S5 overall at a distorted geometry (ωB97M-V/def2-TZVPD).

Its SMILES is CCOS(C)(=O)=O.CCOS(C)(=O)=O.CCOS(C)(=O)=O.CCOS(C)(=O)=O.CCOS(C)(=O)=O.COCCOCCOC.COCCOCCOC.COCCOCCOC. The charge is 0. The value obtained for the HOMO energy is -9.51 eV. As for the energy above the lowest of the compared OMol25 structures with the same formula, charge and spin: 58.0 kJ/mol.

XYZ file:
```
144
C33H82O24S5, DFT ωB97M-V/def2-TZVPD
C -1.12223 -2.38440 0.94254
C -0.21065 -1.96942 -0.20552
O 0.69988 -0.92518 0.21165
S 0.10186 0.57987 0.21491
C 1.59550 1.46458 0.44527
O -0.54808 0.80245 -1.06667
O -0.69579 0.76354 1.40006
H -1.64209 -3.29536 0.64820
H -1.84936 -1.63733 1.26342
H -0.52559 -2.45859 1.85549
H 0.40253 -2.76290 -0.62842
H -0.78444 -1.58459 -1.05374
H 1.37999 2.48651 0.74286
H 2.02461 1.54111 -0.55646
H 2.15440 0.86373 1.15881
C -3.21820 -3.31120 -1.96479
C -2.86866 -3.67966 -3.39110
O -2.35198 -5.00962 -3.52408
S -1.10991 -5.50450 -2.62362
C -0.50134 -6.64384 -3.83573
O -0.17241 -4.41650 -2.48751
O -1.63282 -6.25670 -1.53934
H -3.76415 -2.36499 -1.90756
H -2.26714 -3.13844 -1.45295
H -3.82172 -3.94939 -1.32019
H -3.73998 -3.59160 -4.03998
H -2.15715 -2.97237 -3.82002
H -0.20928 -6.02050 -4.67657
H -1.37358 -7.27947 -3.97756
H 0.34278 -7.26363 -3.54718
C -1.63803 3.90051 1.53422
C -2.41915 3.21812 2.62996
O -3.50603 4.05923 3.01005
S -3.87667 4.10850 4.62380
C -2.98088 5.52512 5.09849
O -5.28243 4.30838 4.74921
O -3.19210 2.99296 5.22456
H -0.75755 3.27060 1.37984
H -1.22890 4.85159 1.88025
H -2.12914 3.97919 0.56795
H -2.67858 2.20499 2.30370
H -1.75693 2.94819 3.45740
H -3.44059 6.37060 4.58863
H -1.95414 5.28572 4.84238
H -3.15049 5.67100 6.16358
C 3.09719 -3.00735 3.38519
C 3.01723 -2.73248 1.87938
O 4.15788 -3.28221 1.18982
S 4.52270 -2.56235 -0.19155
C 5.18620 -0.97834 0.42254
O 5.63711 -3.29892 -0.74577
O 3.32399 -2.37709 -0.95304
H 4.09358 -2.96189 3.83013
H 2.68298 -3.98174 3.63349
H 2.55570 -2.20443 3.88876
H 2.22237 -3.38361 1.49860
H 2.69084 -1.70402 1.72640
H 5.27526 -1.12248 1.49277
H 4.37311 -0.32991 0.08808
H 6.09710 -0.67528 -0.07881
C -1.48169 -6.46774 1.90602
C -1.01927 -7.86175 1.50931
O 0.29882 -8.03880 2.06515
S 0.64758 -9.57795 2.54654
C 0.25970 -9.37224 4.31300
O -0.23874 -10.54823 1.95836
O 2.06581 -9.74321 2.38434
H -1.02624 -6.15075 2.84125
H -2.56784 -6.38179 1.97603
H -1.25179 -5.73947 1.12482
H -1.69018 -8.60722 1.94561
H -1.08552 -8.04612 0.43705
H 0.58648 -10.31620 4.74547
H -0.77995 -9.09561 4.45399
H 0.89292 -8.59316 4.73298
C -0.87110 4.92257 -2.13458
O -0.47032 5.99928 -1.28422
C 0.87321 6.32696 -1.50619
C 1.83188 5.38343 -0.78524
O 2.14764 4.12717 -1.41368
C 2.92825 4.31740 -2.56935
C 3.49647 2.97308 -2.95722
O 2.46011 2.10736 -3.39896
C 2.96951 0.84913 -3.80753
H -0.71186 5.13624 -3.19864
H -1.94035 4.82889 -1.97428
H -0.27425 4.02022 -1.98249
H 1.10863 7.25988 -0.98543
H 1.13631 6.43408 -2.55986
H 1.22375 5.13044 0.09675
H 2.76213 5.70402 -0.30325
H 3.75653 5.02712 -2.43259
H 2.28416 4.72603 -3.35795
H 3.96834 2.54823 -2.06112
H 4.29762 3.02074 -3.70132
H 2.93331 0.10241 -3.00185
H 3.92747 0.97320 -4.30695
H 2.20713 0.38420 -4.44301
C -4.63803 6.10769 -6.89254
O -3.43518 5.82023 -6.17992
C -2.97737 4.52791 -6.50336
C -1.71477 4.10655 -5.78056
O -1.33263 2.82514 -6.23782
C -0.39041 2.22205 -5.38737
C -0.85923 1.45241 -4.12940
O -1.95141 0.66888 -4.57590
C -2.54386 0.00689 -3.47721
H -5.44136 5.42735 -6.58930
H -4.53549 6.01197 -7.97632
H -4.81404 7.12776 -6.55081
H -2.81169 4.38275 -7.58048
H -3.74611 3.80891 -6.18683
H -2.04060 4.12721 -4.73028
H -0.86679 4.79519 -5.85236
H 0.54252 2.73947 -5.13271
H -0.07799 1.40102 -6.04685
H -1.26438 2.20108 -3.43499
H 0.00308 0.95829 -3.68402
H -3.24410 -0.78508 -3.75757
H -3.06568 0.80280 -2.93598
H -1.86563 -0.57607 -2.84148
C 4.62183 1.83769 2.52558
O 4.02718 0.85670 3.35550
C 3.64427 1.44182 4.60439
C 2.65205 0.50302 5.26488
O 1.37392 0.72327 4.69816
C 0.41731 -0.30221 4.88988
C -0.96350 0.34126 4.92431
O -1.88026 -0.67481 5.20433
C -3.26207 -0.37318 5.12604
H 4.14105 2.82011 2.52823
H 4.41639 1.47748 1.51005
H 5.70343 1.94371 2.64286
H 3.23245 2.44843 4.53034
H 4.50454 1.49400 5.28250
H 2.60259 0.76955 6.32677
H 3.00184 -0.52797 5.18310
H 0.69394 -0.95667 5.72049
H 0.40947 -0.97397 4.02053
H -1.21796 0.77374 3.94550
H -0.97276 1.22005 5.58337
H -3.55556 -0.03625 4.12669
H -3.54396 0.42491 5.81833
H -3.70632 -1.32722 5.39699
```

no.,total energy (Eh)
1,-4801.97866
2,-5102.91171